The following is a quantum chemistry calculation of 12 unconnected molecules or ions with the total composition C36H66N6O6S6 in a non-equilibrium geometry, from the OMol25 dataset.

```
120
Properties=species:S:1:pos:R:3
C 0.909 -4.367 1.061
S 2.730 -4.519 1.408
O 2.812 -5.439 2.622
C 3.038 -5.666 0.047
H 0.433 -3.679 1.760
H 0.445 -5.329 1.276
H 0.694 -4.130 0.019
H 4.014 -6.150 0.038
H 2.851 -5.126 -0.882
H 2.295 -6.462 0.091
C 0.429 1.217 0.172
S 0.269 -0.256 1.254
O 1.313 -1.278 0.773
C -1.349 -0.898 0.755
H -0.487 1.808 0.179
H 0.539 0.826 -0.839
H 1.273 1.739 0.624
H -1.207 -1.164 -0.293
H -2.209 -0.238 0.867
H -1.580 -1.804 1.314
C -8.028 -1.431 0.531
S -6.401 -1.085 1.366
O -6.109 -2.353 2.193
C -5.441 -1.218 -0.213
H -8.777 -1.263 1.304
H -8.025 -2.501 0.319
H -7.997 -0.863 -0.399
H -5.892 -0.613 -0.999
H -5.347 -2.272 -0.472
H -4.438 -0.820 -0.057
C 2.937 6.228 -1.086
S 3.395 5.115 0.382
O 2.552 3.881 0.385
C 5.010 4.620 -0.273
H 3.638 7.043 -1.268
H 2.044 6.742 -0.733
H 2.820 5.578 -1.953
H 5.456 5.517 -0.703
H 4.998 3.883 -1.076
H 5.585 4.162 0.532
C -6.319 2.792 -0.102
S -4.606 2.335 0.587
O -3.890 1.439 -0.430
C -3.938 4.013 0.312
H -6.613 1.969 -0.754
H -6.448 3.730 -0.643
H -7.141 2.761 0.613
H -4.618 4.730 0.773
H -3.804 4.223 -0.749
H -2.965 4.088 0.797
C 2.873 -0.789 -3.822
S 3.000 -2.084 -2.518
O 3.803 -3.257 -3.159
C 1.178 -2.579 -2.692
H 2.143 -0.037 -3.521
H 2.755 -1.229 -4.812
H 3.779 -0.200 -3.964
H 0.554 -1.833 -2.201
H 1.028 -3.600 -2.342
H 0.945 -2.594 -3.757
N 2.991 4.286 -4.854
C 2.835 3.171 -4.076
C 1.614 2.999 -3.574
C 0.950 4.187 -3.882
C 1.852 4.994 -4.570
H 3.761 4.695 -5.364
H 3.617 2.427 -4.022
H 1.332 2.147 -2.973
H -0.046 4.508 -3.616
H 1.730 6.007 -4.924
N -2.786 -4.608 1.604
C -1.985 -5.719 1.664
C -2.067 -6.157 3.003
C -2.930 -5.254 3.682
C -3.432 -4.339 2.764
H -2.859 -4.078 0.747
H -1.494 -6.078 0.772
H -1.532 -6.950 3.504
H -3.302 -5.300 4.695
H -4.173 -3.554 2.803
N 3.819 -0.219 0.075
C 4.071 0.853 -0.757
C 5.247 0.559 -1.402
C 5.905 -0.571 -0.781
C 4.906 -1.049 0.009
H 3.026 -0.354 0.686
H 3.325 1.626 -0.869
H 5.651 1.222 -2.153
H 6.932 -0.889 -0.886
H 4.878 -1.838 0.746
N 4.037 2.101 2.364
C 5.327 1.576 2.357
C 5.749 1.405 3.655
C 4.706 1.785 4.488
C 3.654 2.149 3.672
H 3.554 2.545 1.596
H 5.791 1.551 1.382
H 6.727 1.090 3.988
H 4.773 1.832 5.565
H 2.735 2.535 4.088
N -4.038 -0.987 3.894
C -3.449 -1.632 5.027
C -2.361 -0.917 5.446
C -2.314 0.259 4.644
C -3.357 0.215 3.687
H -4.782 -1.311 3.292
H -3.938 -2.543 5.339
H -1.634 -1.296 6.149
H -1.576 1.047 4.682
H -3.578 0.863 2.852
N -2.484 0.397 -2.548
C -2.465 -0.924 -2.948
C -1.569 -1.035 -3.993
C -1.125 0.248 -4.266
C -1.766 1.183 -3.367
H -2.992 0.754 -1.751
H -3.108 -1.678 -2.519
H -1.252 -1.983 -4.402
H -0.363 0.509 -4.985
H -1.654 2.218 -3.079
```

Calculated values
orbital gap (spin up / spin down)	6.736 / 2.409	eV
strongest force on any atom	4.8	eV/Å
highest occupied orbital energy (spin up / spin down)	-0.340 / -0.340	Ha
E_LUMO (spin up / spin down)	-2.504 / -6.832	eV
total charge	+1
expectation value of S²	0.7610
2S+1	2



The following is a quantum chemistry calculation of 2 unconnected molecules or ions with the total composition C25H40BrF3N3O4 in a non-equilibrium geometry, from the OMol25 dataset.

```
76
Properties=species:S:1:pos:R:3
C 1.180 -2.736 0.029
C 0.208 -2.657 -1.284
C -0.667 -1.268 -1.337
C -2.137 -1.818 -1.651
C -0.050 -0.024 -2.088
C 1.103 -0.438 -3.170
F 2.262 -1.033 -2.670
F 1.617 0.654 -3.926
F 0.577 -1.343 -4.156
C -0.945 0.938 -3.035
C -2.526 0.925 -2.944
C -3.306 2.048 -3.776
O -3.124 2.049 -5.024
Br -4.551 3.386 -3.024
N -0.530 2.402 -2.928
C -0.977 2.983 -1.622
C -0.508 1.879 -0.509
O -1.652 1.308 0.208
C -2.148 2.253 1.191
C -3.712 1.900 1.414
C -4.246 2.396 2.844
O -3.837 0.451 1.377
N 0.445 0.916 -1.044
C 1.516 0.571 -0.142
C 2.542 1.777 0.250
C 2.341 2.522 1.618
C 3.237 3.662 2.133
C 4.437 4.105 1.265
C 4.652 3.379 -0.089
C 3.737 2.226 -0.611
C 4.103 1.536 -1.998
H 1.184 -3.808 0.451
H 2.252 -2.549 -0.341
H 0.878 -2.003 0.845
H -0.468 -3.579 -1.100
H 0.736 -2.920 -2.253
H -0.722 -1.017 -0.205
H -2.327 -1.959 -2.776
H -2.877 -1.065 -1.173
H -2.421 -2.799 -1.155
H -0.796 0.722 -4.165
H -2.872 -0.039 -3.485
H -2.998 0.912 -1.910
H 0.500 2.547 -2.947
H -0.829 2.951 -3.768
H -0.375 3.959 -1.478
H -2.077 3.255 -1.554
H -0.026 2.553 0.301
H -1.539 2.119 2.167
H -2.056 3.352 0.883
H -4.298 2.312 0.526
H -4.156 3.538 2.905
H -3.681 1.855 3.677
H -5.350 2.090 2.912
H -3.168 0.107 2.020
H 2.223 -0.285 -0.359
H 1.047 0.306 0.889
H 1.456 2.201 2.266
H 3.070 4.181 3.146
H 5.150 4.925 1.622
H 5.546 3.737 -0.714
H 3.404 1.956 -2.792
H 4.181 0.403 -1.973
H 5.159 1.918 -2.278
C 0.011 -4.349 4.830
C 0.301 -4.485 3.361
O 0.055 -3.587 2.561
N 0.855 -5.649 2.924
C 1.217 -6.816 3.701
H -0.427 -3.369 5.022
H -0.702 -5.113 5.145
H 0.936 -4.432 5.405
H 1.020 -5.666 1.928
H 2.286 -6.996 3.570
H 0.661 -7.672 3.312
H 0.997 -6.692 4.759
```

Calculated values
orbital gap	8.048	eV
strongest force on any atom	5.5	eV/Å
highest occupied orbital energy	-0.407	Ha
E_LUMO	-3.020	eV
total charge	+1



The following is a quantum chemistry calculation of 4 unconnected molecules or ions with the total composition C13H26BCl6O3 in a non-equilibrium geometry, from the OMol25 dataset.

```
49
Properties=species:S:1:pos:R:3
C -1.510 -1.605 4.158
O -1.415 -2.013 2.809
C -2.012 -1.095 1.910
C -1.241 0.203 1.773
C -1.722 0.988 0.548
C -0.835 2.224 0.309
C -1.640 3.496 -0.020
B -1.588 4.625 1.078
C -1.259 4.381 2.598
O -2.190 4.769 3.368
O -0.200 3.760 2.937
H -1.559 -2.503 4.759
H -0.661 -1.002 4.458
H -2.411 -1.023 4.332
H -2.040 -1.583 0.944
H -3.042 -0.881 2.202
H -1.364 0.851 2.633
H -0.198 -0.032 1.614
H -2.767 1.263 0.631
H -1.614 0.321 -0.303
H -0.222 1.998 -0.558
H -0.156 2.374 1.137
H -2.662 3.242 -0.284
H -1.234 3.934 -0.934
H -1.853 5.748 0.734
Cl 2.073 -2.691 0.179
C 2.741 -3.677 1.504
C 1.860 -3.649 2.725
Cl 1.838 -2.050 3.497
H 3.738 -3.305 1.725
H 2.823 -4.696 1.130
H 2.235 -4.358 3.462
H 0.832 -3.910 2.480
Cl 2.910 -5.930 -1.372
C 3.069 -5.271 -3.019
C 1.755 -4.759 -3.546
Cl 0.596 -6.080 -3.853
H 3.479 -6.051 -3.654
H 3.783 -4.451 -2.964
H 1.915 -4.250 -4.494
H 1.294 -4.064 -2.849
Cl 0.452 2.678 -3.466
C 0.611 4.132 -4.477
C -0.323 5.229 -4.033
Cl -2.028 4.822 -4.350
H 0.426 3.849 -5.510
H 1.642 4.470 -4.388
H -0.106 6.141 -4.588
H -0.220 5.433 -2.971
```

Calculated values
orbital gap	5.776	eV
strongest force on any atom	1.1	eV/Å
highest occupied orbital energy	-0.137	Ha
E_LUMO	2.059	eV
total charge	-1



The following is a quantum chemistry calculation of a molecular structure, C18H25AlClN2O4S, from the OMol25 dataset.

```
52
Properties=species:S:1:pos:R:3
C -1.875 1.018 1.104
C -0.883 2.191 1.060
C 0.436 1.796 0.397
C 1.402 2.946 0.053
C 0.791 4.319 -0.242
C -0.187 4.429 -1.439
Al -0.196 3.052 -2.877
S -0.744 4.219 -4.777
Cl -1.853 1.607 -2.504
H -1.661 0.297 0.315
H -2.901 1.362 0.967
H -1.839 0.497 2.063
H -0.672 2.490 2.092
H -1.341 3.028 0.538
H 0.240 1.189 -0.489
H 0.958 1.135 1.096
H 2.097 3.076 0.893
H 2.016 2.645 -0.799
H 0.301 4.678 0.671
H 1.623 5.010 -0.410
H -1.214 4.509 -1.063
H 0.010 5.378 -1.950
H 1.174 2.248 -3.104
H -0.709 3.196 -5.639
C -2.654 -2.310 -2.749
C -3.379 -1.551 -1.841
C -4.333 -2.157 -1.038
C -4.535 -3.519 -1.169
C -3.827 -4.296 -2.069
C -2.878 -3.677 -2.864
N -5.540 -4.176 -0.313
O -6.173 -3.482 0.460
O -5.684 -5.381 -0.425
H -1.909 -1.822 -3.364
H -3.181 -0.491 -1.774
H -4.908 -1.588 -0.323
H -4.021 -5.356 -2.136
H -2.311 -4.264 -3.574
C 5.903 -1.926 3.634
C 5.933 -1.911 2.246
C 4.773 -1.668 1.527
C 3.602 -1.444 2.226
C 3.545 -1.456 3.606
C 4.712 -1.701 4.312
N 2.363 -1.172 1.464
O 2.437 -1.189 0.253
O 1.354 -0.946 2.101
H 6.813 -2.112 4.191
H 6.861 -2.084 1.719
H 4.765 -1.648 0.448
H 2.605 -1.274 4.105
H 4.690 -1.713 5.393
```

Calculated values
orbital gap	6.294	eV
strongest force on any atom	0.4	eV/Å
highest occupied orbital energy	-0.184	Ha
E_LUMO	1.284	eV
total charge	-1